Here is the ion C5H12N3 with charge +1 in a non-equilibrium geometry from the Open Molecules 2025 dataset. Energies are from ωB97M-V with the def2-TZVPD basis set.

HOMO level: -0.48306 Ha
maximum force: 4.2 eV/Å
molecular weight: 114.17 u
net charge: +1
relative energy (zero: lowest compared OMol25 entry of this formula, charge and spin): 2.910 eV
HOMO-LUMO gap: 9.21 eV

CARTESIAN COORDINATES (ANGSTROEM)
C 1.023 -2.247 -0.335
N 0.116 -1.201 0.104
C -0.062 -0.107 -0.872
C -1.382 0.718 -0.666
N -1.619 1.069 0.645
C -0.499 1.575 1.355
C 0.703 1.599 0.571
N 0.944 0.933 -0.479
H 1.028 -2.067 -1.452
H 2.026 -2.040 0.154
H 0.694 -3.262 -0.205
H -0.814 -1.496 0.494
H 0.147 -0.471 -1.838
H -1.313 1.577 -1.285
H -2.343 0.250 -1.084
H -2.379 0.508 1.153
H 0.128 0.932 2.117
H -0.767 2.489 1.930
H 1.521 2.108 0.934
H 1.795 0.740 -0.949

Here is a cluster of 2 separate species, C6H12O in total from the Open Molecules 2025 dataset. Energies are from ωB97M-V with the def2-TZVPD basis set.

HOMO level: -0.30238 Ha
maximum force: 0.5 eV/Å
molecular weight: 100.16 u
net charge: 0
relative energy (zero: lowest compared OMol25 entry of this formula, charge and spin): 4.816 eV
HOMO-LUMO gap: 8.47 eV

CARTESIAN COORDINATES (ANGSTROEM)
C 2.319 -0.131 1.260
C 1.068 -0.715 -1.280
C 0.167 0.381 -1.137
C -1.239 -0.016 -1.703
C -1.142 0.439 -0.314
C -1.390 -0.495 0.845
O -1.620 1.737 -0.121
H 3.285 -0.279 1.748
H 1.572 -0.787 1.717
H 2.003 0.911 1.363
H 0.606 -1.598 -0.789
H 2.429 -0.366 0.192
H 0.483 1.367 -1.481
H -1.412 -1.068 -1.908
H -1.622 0.680 -2.441
H -2.468 -0.585 1.015
H -0.928 -0.106 1.761
H -0.984 -1.493 0.660
H -1.127 2.122 0.616

Here is the molecule C4H5NO in a non-equilibrium geometry from the Open Molecules 2025 dataset. Energies are from ωB97M-V with the def2-TZVPD basis set.

HOMO level: -0.35603 Ha
maximum force: 1.9 eV/Å
molecular weight: 83.09 u
net charge: 0
relative energy (zero: lowest compared OMol25 entry of this formula, charge and spin): 3.598 eV
HOMO-LUMO gap: 10.67 eV

CARTESIAN COORDINATES (ANGSTROEM)
C -0.502 -2.579 1.558
C -0.286 -1.572 0.935
C 0.083 -0.435 0.106
O 0.976 -0.562 -0.723
N -0.502 0.758 0.183
C 0.344 1.583 -1.082
H -0.691 -3.473 2.112
H -1.292 0.869 0.862
H 0.181 2.583 -0.747
H -0.171 1.306 -2.006
H 1.439 1.458 -1.307

Here is a structure of composition C4H6GaO3 in a non-equilibrium geometry from the Open Molecules 2025 dataset. Energies are from ωB97M-V with the def2-TZVPD basis set.

HOMO level: -0.92693 Ha
maximum force: 6.0 eV/Å
molecular weight: 171.81 u
net charge: +3
relative energy (zero: lowest compared OMol25 entry of this formula, charge and spin): 0.000 eV
HOMO-LUMO gap: 5.70 eV

CARTESIAN COORDINATES (ANGSTROEM)
H 2.496 -2.005 0.832
O 0.438 -0.831 0.104
C -0.619 0.055 -0.011
O -0.451 1.261 -0.026
Ga 1.352 1.730 0.009
O -1.701 -0.604 -0.056
C -2.967 0.098 -0.006
H -2.989 0.735 0.884
H -3.078 0.687 -0.922
H -3.720 -0.689 0.052
C 1.650 -0.336 0.033
C 2.670 -1.354 -0.047
H 2.698 -1.918 -0.986
H 3.544 -0.701 0.269

Here is a cluster of 2 separate species, C4H13NOS in total in a non-equilibrium geometry from the Open Molecules 2025 dataset. Energies are from ωB97M-V with the def2-TZVPD basis set.

HOMO level: -0.32630 Ha
maximum force: 5.4 eV/Å
molecular weight: 123.22 u
net charge: 0
relative energy (zero: lowest compared OMol25 entry of this formula, charge and spin): 2.165 eV
HOMO-LUMO gap: 9.39 eV

CARTESIAN COORDINATES (ANGSTROEM)
C -0.913 -0.150 2.039
C -0.010 0.557 1.130
N 0.864 -0.218 0.282
C -0.756 1.484 0.102
C 0.172 1.867 -1.154
S 1.593 2.982 -0.508
H -1.748 -0.631 1.685
H -1.441 0.797 2.614
H -0.425 -0.827 2.703
H 0.515 1.138 1.800
H 1.847 -0.313 0.754
H 0.574 -1.269 0.210
H -1.711 0.930 -0.013
H -1.038 2.427 0.639
H 0.552 0.922 -1.722
H -0.492 2.556 -1.773
H 2.579 1.993 -0.395
O 0.253 -4.879 -2.985
H -0.314 -4.115 -3.259
H -0.103 -5.252 -2.149

Here is the molecule C6H13NO2 in a non-equilibrium geometry from the Open Molecules 2025 dataset. Energies are from ωB97M-V with the def2-TZVPD basis set.

HOMO level: -0.31637 Ha
maximum force: 3.6 eV/Å
molecular weight: 131.18 u
net charge: 0
relative energy (zero: lowest compared OMol25 entry of this formula, charge and spin): 1.787 eV
HOMO-LUMO gap: 9.53 eV

CARTESIAN COORDINATES (ANGSTROEM)
C -1.662 -1.200 -1.193
C -0.445 -0.320 -1.123
O -0.909 1.244 -0.921
C -0.260 1.271 0.287
N 0.714 2.276 0.417
O -1.115 1.257 1.389
C 0.436 -0.299 0.081
C 0.136 -1.250 1.224
C 1.922 -0.243 -0.229
H -2.251 -1.132 -0.281
H -2.285 -0.911 -2.036
H -1.344 -2.236 -1.324
H 0.079 -0.266 -2.078
H 1.087 2.375 1.351
H 0.743 2.972 -0.314
H -1.957 1.620 1.088
H -0.913 -1.239 1.504
H 0.707 -0.954 2.105
H 0.418 -2.272 0.960
H 2.278 -1.218 -0.570
H 2.131 0.498 -0.999
H 2.489 0.029 0.661